1.
One molecule with the formula C3H7IOS2. Source: the Open Molecules 2025 dataset; level of theory: ωB97M-V/def2-TZVPD.

XYZ file:
```
14
Properties=species:S:1:pos:R:3:lowdin_charge:R:1
C -0.077 0.668 0.924 -0.135
C 0.516 0.053 -0.212 -0.390
C -0.332 -1.083 -0.785 -0.146
S 2.386 -1.003 0.468 -0.066
O 2.265 -0.952 1.891 -0.536
S 2.562 -2.675 -0.375 0.278
I 4.242 0.691 -0.200 0.357
H 0.566 0.429 1.875 0.116
H 0.040 1.810 0.776 0.124
H -1.051 0.328 1.082 0.059
H 0.701 0.661 -1.115 0.117
H -0.850 -1.622 0.119 0.126
H 0.309 -1.759 -1.359 0.015
H -1.102 -0.702 -1.448 0.081
```

E_HOMO, eV: -9.25
Relative energy (zero: lowest compared OMol25 entry of this formula, charge and spin), kcal/mol: 21.1
Max |F|, eV/Å: 5.50
LUMO energy, Eh: -0.06884
Total energy, hartree: -1287.725192
SMILES: CC(C)[S@@](=O)(=S)I

***

2.
One molecule with the formula C7H19N3. Source: the Open Molecules 2025 dataset; level of theory: ωB97M-V/def2-TZVPD.

XYZ file:
```
29
Properties=species:S:1:pos:R:3:lowdin_charge:R:1
C 1.619 1.304 1.204 -0.081
C 1.359 -0.068 0.560 -0.503
C 2.226 -0.192 -0.699 -0.082
C 1.807 -1.151 1.560 -0.086
C -0.321 -0.366 0.284 -0.288
N -1.108 0.198 1.369 0.046
C -0.731 0.104 -1.103 -0.334
N -0.797 1.538 -1.304 0.048
C -2.265 -0.567 -1.465 -0.202
N -3.253 -0.476 -0.392 -0.036
H 2.686 1.439 1.433 0.084
H 1.336 2.133 0.553 0.063
H 1.090 1.413 2.158 0.077
H 3.296 -0.140 -0.459 0.085
H 2.033 0.622 -1.406 0.073
H 2.053 -1.144 -1.211 0.082
H 1.704 -2.154 1.129 0.077
H 2.861 -1.028 1.844 0.080
H 1.216 -1.119 2.481 0.080
H -0.399 -1.457 0.314 0.132
H -2.031 -0.249 1.365 0.051
H -1.349 1.172 1.166 0.076
H -0.086 -0.337 -1.866 0.109
H -0.363 2.042 -0.540 0.044
H -0.316 1.798 -2.163 0.079
H -2.639 -0.028 -2.343 0.095
H -2.155 -1.612 -1.770 0.089
H -3.306 -1.359 0.118 0.072
H -4.165 -0.317 -0.817 0.069
```

E_HOMO, eV: -8.23
Relative energy (zero: lowest compared OMol25 entry of this formula, charge and spin), kcal/mol: 21.9
Max |F|, eV/Å: 3.39
LUMO energy, Eh: 0.03111
Total energy, hartree: -442.346005
SMILES: CC(C)(C)[C@@H](N)[C@H](N)CN

***

3.
One molecule with the formula C10H13P. Source: the Open Molecules 2025 dataset; level of theory: ωB97M-V/def2-TZVPD.

XYZ file:
```
24
Properties=species:S:1:pos:R:3:lowdin_charge:R:1
C -1.076 -2.238 0.386 -0.056
C -0.629 -0.832 0.842 -0.239
C 0.802 -0.454 0.524 -0.163
C 2.059 -0.778 0.755 -0.027
C 3.034 0.109 0.141 -0.087
C 2.670 1.282 -0.482 -0.085
C 1.276 1.709 -0.560 0.001
C 0.352 0.804 -0.076 -0.234
C -1.066 0.494 -0.082 -0.608
C -1.683 0.357 -1.661 -0.029
P -2.169 1.650 0.763 0.841
H -1.140 -2.300 -0.691 0.052
H -2.111 -2.304 0.787 0.077
H -0.507 -3.164 0.714 0.096
H -0.769 -0.640 1.870 0.105
H 2.362 -1.627 1.284 0.091
H 4.168 -0.036 0.225 0.120
H 3.476 1.930 -0.894 0.105
H 0.915 2.550 -0.956 0.060
H -1.793 -0.648 -1.953 0.028
H -0.857 0.818 -2.250 0.074
H -2.573 0.992 -1.855 0.053
H -1.670 1.746 2.110 -0.093
H -3.069 0.582 1.061 -0.082
```

E_HOMO, eV: -8.66
Relative energy (zero: lowest compared OMol25 entry of this formula, charge and spin), kcal/mol: 14.6
Max |F|, eV/Å: 4.89
LUMO energy, Eh: 0.03122
Total energy, hartree: -730.088080
SMILES: C[C@H]1c2ccccc2[C@]1(C)P

***

4.
An isolated ion of composition C5H13N2O and charge +1. Source: the Open Molecules 2025 dataset; level of theory: ωB97M-V/def2-TZVPD.

XYZ file:
```
21
Properties=species:S:1:pos:R:3:lowdin_charge:R:1
N 0.513 -1.710 2.992 0.088
C 0.690 -1.642 1.647 -0.190
C 0.434 -0.531 0.919 -0.165
C 0.917 -0.356 -0.488 -0.159
C -0.098 0.355 -1.386 -0.264
N -1.523 -0.154 -1.025 0.234
C -0.141 1.827 -1.489 -0.195
O -0.454 2.384 -0.203 -0.046
H 0.140 -0.870 3.398 0.102
H 0.538 -2.548 3.539 0.104
H 1.039 -2.546 1.156 0.130
H 0.166 0.381 1.453 0.107
H 1.829 0.249 -0.570 0.132
H 1.177 -1.322 -0.930 0.125
H 0.050 -0.093 -2.375 0.154
H -1.967 -0.479 -1.877 0.168
H -2.025 0.594 -0.545 0.161
H -1.375 -0.910 -0.338 0.146
H -0.928 2.189 -2.152 0.136
H 0.762 2.239 -1.842 0.126
H 0.256 2.943 0.118 0.105
```

E_HOMO, eV: -11.76
Relative energy (zero: lowest compared OMol25 entry of this formula, charge and spin), kcal/mol: 38.1
Max |F|, eV/Å: 2.45
LUMO energy, Eh: -0.11308
Total charge: +1
Total energy, hartree: -382.800976
SMILES: N/C=C/C[C@@H]([NH3+])CO

***

5.
One molecule with the formula C2H3ClO2S. Source: the Open Molecules 2025 dataset; level of theory: ωB97M-V/def2-TZVPD.

XYZ file:
```
9
Properties=species:S:1:pos:R:3:lowdin_charge:R:1
C -0.041 -0.092 -0.622 -0.312
C -0.064 -0.743 0.919 -0.952
O -1.362 -0.140 -0.997 -0.071
O -0.084 -3.066 -0.293 -0.521
S -0.996 -2.285 0.497 0.941
Cl 1.395 -0.932 1.737 0.661
H 0.342 0.953 -0.576 0.140
H 0.371 -0.929 -1.188 0.100
H -0.650 -0.148 1.492 0.014
```

E_HOMO (alpha / beta), eV: -9.96 / -9.13
Relative energy (zero: lowest compared OMol25 entry of this formula, charge and spin), kcal/mol: 86.9
Max |F|, eV/Å: 4.28
LUMO energy (alpha / beta), Eh: -0.04618 / -0.07913
Total energy, hartree: -1086.712163

***

6.
One molecule with the formula C5H8O2. Source: the Open Molecules 2025 dataset; level of theory: ωB97M-V/def2-TZVPD.

XYZ file:
```
15
Properties=species:S:1:pos:R:3:lowdin_charge:R:1
C 1.078 0.189 -1.636 -0.061
C -0.680 0.947 0.377 -0.011
C 0.016 0.949 1.682 -0.155
C -1.237 -0.410 0.062 -0.154
C -0.116 -1.411 -0.273 -0.499
O -0.233 -2.594 -0.115 0.133
O 1.055 -0.904 -0.715 -0.045
H 0.188 0.195 -2.273 0.104
H 1.154 1.158 -1.134 0.076
H 1.963 0.013 -2.245 0.098
H 0.133 0.006 2.240 0.084
H 0.980 1.470 1.608 0.086
H -0.605 1.642 2.274 0.097
H -1.753 -0.853 0.927 0.132
H -1.942 -0.398 -0.779 0.113
```

E_HOMO, eV: -8.61
Relative energy (zero: lowest compared OMol25 entry of this formula, charge and spin), kcal/mol: 96.9
Max |F|, eV/Å: 0.50
LUMO energy, Eh: -0.01239
Total energy, hartree: -345.650576

***

Q: Among the records above, which one has the highest max |F|?
A: C3H7IOS2

***

Q: Which formula does entry 3 have?
A: C10H13P